A structure of composition C8H10IrO6P at a distorted geometry. Source: the OMol25 dataset; level of theory: ωB97M-V/def2-TZVPD.

XYZ file:
```
26
C8H10IrO6P | the OMol25 dataset | ωB97M-V/def2-TZVPD
O 0.0517 -2.6613 -1.6541
C -0.5050 -1.6921 -1.3922
Ir -1.5430 -0.0326 -0.9608
C -2.3668 1.6604 -0.3921
O -2.7759 2.6718 -0.0014
C -3.0637 -0.4319 -2.1733
O -4.0467 0.1962 -2.4950
C -2.4501 -1.0356 0.5080
O -3.0365 -1.5786 1.3435
C -0.5987 0.8675 -2.4705
O -0.1271 1.4147 -3.3695
H -2.8108 -1.4576 -2.5242
C 2.2357 0.9371 2.1319
P 1.2712 0.1691 0.8803
C 0.7969 -1.3599 1.8110
C 2.3205 0.6133 -0.5801
O -0.0876 0.8150 0.5511
H 3.1932 1.2982 1.7843
H 2.4392 0.3008 2.9818
H 1.6056 1.7648 2.4254
H 0.1647 -0.9237 2.6261
H 0.1512 -2.1015 1.3234
H 1.5509 -1.9442 2.3755
H 2.0041 0.2953 -1.5815
H 2.2050 1.7275 -0.5886
H 3.4218 0.4874 -0.5589
```

Values from the calculation:
Gap between HOMO and LUMO (alpha / beta) (eV): 5.84 / 5.87
Spin multiplicity: 6
Energy (eV): -32827.42361
Total charge: +3
Expectation value of S²: 8.7730

=====

The ion C21H29N2O3 with charge +1. Source: the OMol25 dataset; level of theory: ωB97M-V/def2-TZVPD.

XYZ file:
```
55
C21H29N2O3 | the OMol25 dataset | ωB97M-V/def2-TZVPD
O 1.4102 1.5109 4.1286
C 1.1352 2.4751 5.1287
C -0.2683 2.3297 5.7519
N -1.4117 2.4504 4.8737
C -1.5394 3.6406 4.0795
C -0.9240 3.5063 2.6727
N -1.5328 2.3483 1.9830
C -1.1126 2.2245 0.5719
C -2.1772 1.4487 -0.2223
O -3.4291 1.9121 0.2449
C -1.9775 1.7221 -1.7284
O -0.6417 1.5686 -2.1065
C -0.1323 0.3047 -2.3452
C 1.2134 0.2723 -2.7031
C 1.8361 -0.9283 -2.9657
C 1.1352 -2.1317 -2.8833
C 1.7974 -3.4129 -3.1675
C 1.1465 -4.3999 -3.9039
C 1.7732 -5.6018 -4.1756
C 3.0557 -5.8393 -3.7100
C 3.7105 -4.8659 -2.9740
C 3.0888 -3.6604 -2.7072
C -0.2080 -2.0845 -2.5285
C -0.8414 -0.8835 -2.2548
C -1.2758 1.1238 2.7753
C -1.8955 1.2931 4.1728
H 1.7051 0.6968 4.5491
H 1.8733 2.4216 5.9341
H 1.2394 3.4522 4.6508
H -0.3604 3.1048 6.5187
H -0.3445 1.3608 6.2494
H -1.0733 4.4770 4.5999
H -2.6082 3.8668 3.9693
H -1.1124 4.4137 2.0976
H 0.1505 3.3268 2.7275
H -2.5567 2.4878 1.9384
H -0.1418 1.7333 0.5054
H -1.0286 3.2259 0.1439
H -2.0805 0.3695 -0.0294
H -4.1294 1.6495 -0.3619
H -2.6492 1.0899 -2.3227
H -2.2217 2.7711 -1.9288
H 1.7457 1.2067 -2.7821
H 2.8736 -0.9345 -3.2621
H 0.1540 -4.2123 -4.2871
H 1.2606 -6.3550 -4.7550
H 3.5436 -6.7785 -3.9213
H 4.7098 -5.0470 -2.6067
H 3.5987 -2.9103 -2.1199
H -0.7704 -3.0023 -2.4463
H -1.8876 -0.9025 -1.9879
H -1.7130 0.2630 2.2714
H -0.1928 1.0002 2.8616
H -1.6985 0.3979 4.7620
H -2.9840 1.3916 4.0665
```

Values from the calculation:
SMILES: OCCN1CC[NH+](C[C@@H](O)COc2ccc(-c3ccccc3)cc2)CC1
Gap between HOMO and LUMO (eV): 8.06
Energy (eV): -31363.91461
Total charge: +1

=====

Repeat the first record exactly.
A structure of composition C8H10IrO6P at a distorted geometry. Source: the OMol25 dataset; level of theory: ωB97M-V/def2-TZVPD.

XYZ file:
```
26
C8H10IrO6P | the OMol25 dataset | ωB97M-V/def2-TZVPD
O 0.0517 -2.6613 -1.6541
C -0.5050 -1.6921 -1.3922
Ir -1.5430 -0.0326 -0.9608
C -2.3668 1.6604 -0.3921
O -2.7759 2.6718 -0.0014
C -3.0637 -0.4319 -2.1733
O -4.0467 0.1962 -2.4950
C -2.4501 -1.0356 0.5080
O -3.0365 -1.5786 1.3435
C -0.5987 0.8675 -2.4705
O -0.1271 1.4147 -3.3695
H -2.8108 -1.4576 -2.5242
C 2.2357 0.9371 2.1319
P 1.2712 0.1691 0.8803
C 0.7969 -1.3599 1.8110
C 2.3205 0.6133 -0.5801
O -0.0876 0.8150 0.5511
H 3.1932 1.2982 1.7843
H 2.4392 0.3008 2.9818
H 1.6056 1.7648 2.4254
H 0.1647 -0.9237 2.6261
H 0.1512 -2.1015 1.3234
H 1.5509 -1.9442 2.3755
H 2.0041 0.2953 -1.5815
H 2.2050 1.7275 -0.5886
H 3.4218 0.4874 -0.5589
```

Values from the calculation:
Gap between HOMO and LUMO (alpha / beta) (eV): 5.84 / 5.87
Spin multiplicity: 6
Energy (eV): -32827.42361
Total charge: +3
Expectation value of S²: 8.7730

=====

What did the second record say?
The ion C21H29N2O3 with charge +1. Source: the OMol25 dataset; level of theory: ωB97M-V/def2-TZVPD.

XYZ file:
```
55
C21H29N2O3 | the OMol25 dataset | ωB97M-V/def2-TZVPD
O 1.4102 1.5109 4.1286
C 1.1352 2.4751 5.1287
C -0.2683 2.3297 5.7519
N -1.4117 2.4504 4.8737
C -1.5394 3.6406 4.0795
C -0.9240 3.5063 2.6727
N -1.5328 2.3483 1.9830
C -1.1126 2.2245 0.5719
C -2.1772 1.4487 -0.2223
O -3.4291 1.9121 0.2449
C -1.9775 1.7221 -1.7284
O -0.6417 1.5686 -2.1065
C -0.1323 0.3047 -2.3452
C 1.2134 0.2723 -2.7031
C 1.8361 -0.9283 -2.9657
C 1.1352 -2.1317 -2.8833
C 1.7974 -3.4129 -3.1675
C 1.1465 -4.3999 -3.9039
C 1.7732 -5.6018 -4.1756
C 3.0557 -5.8393 -3.7100
C 3.7105 -4.8659 -2.9740
C 3.0888 -3.6604 -2.7072
C -0.2080 -2.0845 -2.5285
C -0.8414 -0.8835 -2.2548
C -1.2758 1.1238 2.7753
C -1.8955 1.2931 4.1728
H 1.7051 0.6968 4.5491
H 1.8733 2.4216 5.9341
H 1.2394 3.4522 4.6508
H -0.3604 3.1048 6.5187
H -0.3445 1.3608 6.2494
H -1.0733 4.4770 4.5999
H -2.6082 3.8668 3.9693
H -1.1124 4.4137 2.0976
H 0.1505 3.3268 2.7275
H -2.5567 2.4878 1.9384
H -0.1418 1.7333 0.5054
H -1.0286 3.2259 0.1439
H -2.0805 0.3695 -0.0294
H -4.1294 1.6495 -0.3619
H -2.6492 1.0899 -2.3227
H -2.2217 2.7711 -1.9288
H 1.7457 1.2067 -2.7821
H 2.8736 -0.9345 -3.2621
H 0.1540 -4.2123 -4.2871
H 1.2606 -6.3550 -4.7550
H 3.5436 -6.7785 -3.9213
H 4.7098 -5.0470 -2.6067
H 3.5987 -2.9103 -2.1199
H -0.7704 -3.0023 -2.4463
H -1.8876 -0.9025 -1.9879
H -1.7130 0.2630 2.2714
H -0.1928 1.0002 2.8616
H -1.6985 0.3979 4.7620
H -2.9840 1.3916 4.0665
```

Values from the calculation:
SMILES: OCCN1CC[NH+](C[C@@H](O)COc2ccc(-c3ccccc3)cc2)CC1
Gap between HOMO and LUMO (eV): 8.06
Energy (eV): -31363.91461
Total charge: +1

=====

Which formula does entry 2 have? C21H29N2O3

=====

Which of these has the lowest total charge? C21H29N2O3